1.
Entry from OMol25: a molecular structure, C31H41FN6O3Ru (wB97M-V/def2-TZVPD).

Each line ends with the Mulliken charge.
Atoms and positions in Å:
Ru  0.360  -0.096  -0.319  0.37
F  -5.009  3.985  -0.824  -0.34
O  1.077  -0.135  1.543  -0.39
O  -1.275  0.963  0.119  -1.13
O  0.804  0.066  3.726  -0.68
N  1.149  1.158  -1.222  -0.39
N  -5.516  5.488  1.538  0.26
N  -0.757  -1.907  0.035  -0.39
N  -1.929  2.977  3.615  0.17
N  -6.469  7.734  2.182  -0.16
N  -1.608  -4.211  0.047  0.00
C  3.626  0.864  -1.189  0.44
C  -3.303  2.991  5.684  -0.95
C  2.442  1.617  -1.402  0.60
C  -4.507  4.498  1.439  -1.62
C  4.610  -1.253  -2.134  -1.36
C  1.347  3.910  -2.116  0.60
C  -3.729  4.224  2.548  -0.54
C  3.764  3.593  -1.794  -0.99
C  -6.862  7.364  0.782  -0.71
C  -1.151  -2.997  0.022  0.49
C  2.513  2.988  -1.760  0.36
C  -2.718  3.254  2.509  0.12
C  -0.657  1.333  2.397  -0.23
C  -6.892  6.663  3.155  -0.78
C  -2.770  -4.592  -0.759  -0.92
C  -3.251  2.841  0.190  -0.32
C  -4.245  3.772  0.263  0.10
C  0.476  0.339  2.593  0.33
C  1.205  3.959  -3.641  -1.37
C  -2.160  3.630  4.917  -1.01
C  2.365  -1.373  -1.144  -1.56
C  -2.473  2.558  1.317  0.83
C  -0.972  2.049  3.527  -0.39
C  4.838  1.535  -1.223  -0.97
C  -1.418  1.560  1.230  2.08
C  3.701  -0.653  -1.053  0.91
C  -6.577  5.300  2.520  -0.56
C  4.914  2.888  -1.503  -0.97
C  -0.019  3.699  -1.464  -1.87
C  -0.870  -5.266  0.749  -0.92
C  -6.016  6.158  0.340  -0.72
H  -5.451  7.812  2.217  0.38
H  -6.260  4.605  3.292  0.44
H  5.751  0.985  -1.039  0.49
H  1.819  -1.198  -0.175  0.35
H  -6.338  6.836  4.075  0.41
H  1.851  -1.163  -2.081  0.44
H  -0.439  -5.963  0.030  0.33
H  5.876  3.384  -1.512  0.41
H  0.882  2.987  -4.021  0.33
H  2.149  4.210  -4.124  0.40
H  1.682  4.896  -1.780  0.49
H  -0.654  4.551  -1.722  0.51
H  4.182  -1.084  -3.124  0.39
H  -3.092  1.940  5.882  0.34
H  -7.474  4.878  2.053  0.31
H  -3.434  3.494  6.642  0.39
H  -5.169  6.486  -0.260  0.51
H  -0.403  1.844  4.425  0.55
H  0.062  3.653  -0.374  0.34
H  5.608  -0.823  -2.127  0.39
H  -7.926  7.135  0.817  0.37
H  -0.508  2.790  -1.804  0.25
H  -1.227  3.552  5.471  0.47
H  -2.320  4.694  4.743  0.42
H  -3.227  -3.702  -1.182  0.33
H  -7.954  6.798  3.346  0.38
H  -3.494  -5.101  -0.125  0.32
H  -2.463  -5.259  -1.565  0.33
H  -1.553  -5.801  1.407  0.32
H  2.487  -2.455  -1.078  0.61
H  3.826  4.647  -2.037  0.44
H  -4.243  3.048  5.134  0.28
H  -0.078  -4.821  1.345  0.33
H  -6.714  8.228  0.139  0.38
H  -6.645  5.521  -0.285  0.42
H  4.133  -0.875  -0.072  0.39
H  4.713  -2.328  -1.983  0.41
H  -3.908  4.791  3.450  0.62
H  -3.077  2.309  -0.734  0.58
H  0.461  4.702  -3.934  0.39
H  -6.862  8.637  2.449  0.34

Calculated values
**Gap between HOMO and LUMO (alpha / beta)**: 7.1 / 7.0 eV
**Net charge**: +2
**ΔE to the lowest compared entry with this formula, charge and spin**: 26.70 kcal/mol
**HOMO level (alpha / beta)**: -12.24 / -12.09 eV

***

2.
Entry from OMol25: a molecular structure, C31H41GeN7S2W at a distorted geometry (wB97M-V/def2-TZVPD).

Each line ends with the Mulliken charge.
Atoms and positions in Å:
W  -0.858  0.273  -0.903  2.26
Ge  -0.008  -1.385  1.028  3.05
S  -2.755  -3.827  -2.890  0.22
S  -2.796  -0.949  -1.880  -0.56
N  -0.690  -2.517  -2.291  -1.70
N  1.214  0.707  -1.455  0.96
N  -0.076  -1.443  -1.824  1.26
N  -0.789  0.817  -3.508  -0.38
N  -0.305  1.869  0.614  -0.62
N  -2.518  0.298  0.666  -0.98
N  -2.189  2.187  -1.373  -0.48
C  1.830  1.912  -1.438  0.20
C  -0.562  -0.688  2.795  -0.14
C  5.402  -0.808  1.682  -0.77
C  -2.108  -0.812  4.670  -0.85
C  -0.281  0.736  4.744  -0.93
C  3.006  -1.082  1.266  -0.08
C  3.405  -0.275  -1.887  -1.23
C  3.183  2.081  -1.634  -1.10
C  3.988  1.127  1.576  -0.44
C  -1.069  -3.022  0.778  -2.19
C  2.007  -0.379  -1.748  1.26
C  2.101  -3.292  0.917  -0.02
C  5.259  0.551  1.762  -1.03
C  -0.806  3.266  0.401  -1.08
C  1.883  -1.933  1.026  -0.14
C  -1.371  2.147  -3.755  -0.93
C  -4.491  -3.400  -3.040  -0.83
C  -1.392  3.387  -0.994  -0.75
C  0.135  0.308  3.492  -0.20
C  -3.333  1.534  0.768  -0.86
C  3.998  0.961  -1.824  -0.69
C  -3.479  2.141  -0.613  -0.62
C  3.386  -3.860  1.064  -1.21
C  4.292  -1.650  1.427  1.14
C  -2.551  2.332  -2.826  -0.84
C  -2.030  -2.409  -2.331  0.49
C  4.456  -3.055  1.326  -0.94
C  -1.406  0.180  5.335  -0.71
C  2.906  0.325  1.335  1.02
C  1.305  -1.557  -1.955  -1.25
C  -1.691  -1.237  3.416  -0.18
H  5.444  -3.476  1.460  0.48
H  3.980  -1.172  -2.062  0.58
H  -1.373  0.108  -3.948  0.27
H  3.506  -4.931  0.982  0.46
H  -3.304  1.574  -3.049  0.55
H  -4.318  1.302  1.179  0.62
H  3.594  3.079  -1.625  0.55
H  0.125  0.747  -3.951  0.29
H  6.373  -1.264  1.820  0.50
H  -1.713  2.269  -4.787  0.54
H  -2.153  0.049  1.597  -0.18
H  1.052  0.721  3.094  0.50
H  0.012  3.977  0.531  0.53
H  -0.592  3.479  -1.725  0.49
H  -2.861  2.200  1.484  0.20
H  -1.720  0.503  6.318  0.46
H  -1.533  3.505  1.172  0.28
H  -0.728  -3.607  -0.071  0.61
H  -0.956  -3.629  1.677  0.58
H  1.728  -2.495  -2.278  0.51
H  -2.970  -1.270  5.135  0.48
H  6.112  1.181  1.972  0.46
H  -0.596  2.899  -3.602  0.41
H  -2.007  4.289  -1.083  0.59
H  3.878  2.201  1.634  0.55
H  -2.248  -2.035  2.937  0.38
H  1.208  2.780  -1.278  0.06
H  -3.913  3.143  -0.557  0.44
H  1.284  -3.973  0.729  0.44
H  -0.537  1.542  1.559  -0.10
H  1.922  0.759  1.187  -0.76
H  -2.133  -2.818  0.648  0.48
H  -4.619  -2.550  -3.708  0.31
H  -4.168  1.529  -1.201  0.56
H  0.713  1.900  0.629  0.01
H  -4.916  -3.196  -2.059  0.32
H  -3.019  3.311  -2.973  0.47
H  -4.967  -4.278  -3.469  0.41
H  5.067  1.068  -1.934  0.57
H  0.288  1.490  5.271  0.49
H  -3.144  -0.472  0.430  0.48

Calculated values
**Gap between HOMO and LUMO (alpha / beta)**: 6.0 / 3.7 eV
**Net charge**: +3
**Spin multiplicity**: 4
**ΔE to the lowest compared entry with this formula, charge and spin**: 12.32 kcal/mol
**HOMO level (alpha / beta)**: -15.19 / -15.26 eV

***

3.
Entry from OMol25: a molecular structure, C31H41IrNO7P at a distorted geometry (wB97M-V/def2-TZVPD).

Each line ends with the Mulliken charge.
Atoms and positions in Å:
Ir  0.446  -0.717  -0.362  2.38
P  1.283  -0.163  1.645  0.33
O  -0.224  -5.571  -0.202  -0.66
O  1.590  0.843  -2.535  -0.03
O  -1.756  -5.891  -2.740  -0.56
O  0.296  -2.643  0.101  -0.36
O  2.443  -1.492  -1.184  -0.19
O  -0.419  -1.326  -2.216  -1.24
O  -1.570  -3.312  -4.181  -0.62
N  -0.826  0.660  -0.018  0.90
C  -0.623  -2.591  -2.072  1.16
C  -0.522  -4.704  -0.994  0.12
C  -3.000  -1.299  -0.066  -1.57
C  -1.934  0.851  -0.910  -1.04
C  -2.966  -0.087  -0.959  0.88
C  -1.242  -4.889  -2.334  0.35
C  -1.888  2.894  2.767  -1.25
C  -1.211  -3.529  -3.051  0.10
C  1.423  2.047  -3.253  -0.52
C  3.544  0.946  2.978  -1.75
C  -0.265  -3.279  -0.922  -0.30
C  -0.878  1.351  1.221  1.04
C  2.700  0.091  -2.966  -0.87
C  -0.869  2.700  3.700  0.27
C  3.122  1.568  0.570  -1.30
C  -3.013  2.155  -2.603  -1.02
C  2.982  -2.743  -0.725  -0.94
C  -1.907  2.234  1.551  -0.38
C  -4.038  1.223  -2.701  0.80
C  -5.147  1.387  -3.704  -1.66
C  -1.952  1.986  -1.722  1.95
C  2.539  -1.356  -2.608  -0.39
C  -0.891  3.047  -1.617  -2.40
C  -0.872  3.434  5.012  -1.64
C  3.005  0.470  1.630  0.82
C  -3.999  0.116  -1.865  -0.95
C  -0.298  -1.829  3.206  -1.42
C  0.148  1.146  2.145  -0.30
C  0.137  1.804  3.371  -0.70
C  1.147  -1.358  3.035  0.64
C  2.103  -2.543  2.951  -1.65
H  -3.906  -1.288  0.543  0.55
H  4.034  -2.789  -1.010  0.42
H  2.442  -3.589  -1.153  0.32
H  -3.018  -2.216  -0.658  0.39
H  -6.115  1.141  -3.267  0.38
H  2.888  -2.770  0.353  0.10
H  3.437  -1.879  -2.946  0.59
H  0.067  2.633  -1.305  0.25
H  -4.794  -0.621  -1.920  0.46
H  1.332  1.851  -4.327  0.29
H  -4.993  0.721  -4.555  0.31
H  -0.687  4.500  4.867  0.33
H  3.036  1.856  3.298  0.34
H  4.605  1.182  2.881  0.49
H  3.149  -2.236  2.881  0.32
H  -3.030  3.034  -3.238  0.39
H  1.419  -0.744  3.902  0.65
H  -0.759  3.553  -2.574  0.58
H  -2.698  3.573  3.004  0.41
H  -1.179  3.805  -0.884  0.49
H  2.262  2.733  -3.085  0.36
H  -0.992  -0.994  3.310  0.27
H  4.171  1.829  0.417  0.47
H  1.997  -3.150  3.852  0.56
H  -2.725  2.394  0.862  0.59
H  0.920  1.607  4.094  0.30
H  2.800  0.126  -4.061  0.59
H  3.595  -0.395  1.301  0.34
H  -5.191  2.408  -4.082  0.38
H  1.661  -1.799  -3.080  0.03
H  -0.370  -2.442  4.106  0.55
H  3.447  0.196  3.764  0.35
H  2.700  1.255  -0.388  0.11
H  2.596  2.468  0.896  0.26
H  -1.835  3.336  5.516  0.37
H  -0.601  -2.439  2.355  0.08
H  -0.102  3.050  5.680  0.36
H  -2.144  -1.350  0.603  -0.21
H  1.849  -3.179  2.103  0.21
H  0.502  2.507  -2.898  -0.27
H  3.631  0.485  -2.532  0.21

Calculated values
**Gap between HOMO and LUMO**: 7.0 eV
**ΔE to the lowest compared entry with this formula, charge and spin**: 15.36 kcal/mol
**HOMO level**: -7.55 eV